The following is a DFT calculation (ωB97M-V with the def2-TZVPD basis set) of 6 unconnected molecules or ions with the total composition C32H32N4.

Positions of all 68 atoms, in Å:
C -0.1060 0.5494 0.6455
C -1.3645 0.8299 0.1824
C -2.4180 1.1645 1.1308
C -2.0846 1.1142 2.4726
C -0.7801 0.9243 2.9049
C 0.2354 0.6399 1.9853
H 0.7517 0.3744 -0.0553
H -1.6019 0.8492 -0.8805
H -3.4195 1.3737 0.7967
H -2.8780 1.2261 3.1666
H -0.5179 1.0324 3.9840
H 1.3098 0.6166 2.2565
C 3.8585 0.4250 1.2713
C 3.2561 -0.7678 0.8193
C 2.9376 -1.7520 1.7498
C 3.1633 -1.5899 3.0936
C 3.8553 -0.4645 3.5562
C 4.1816 0.5231 2.6445
H 4.2044 1.2537 0.6637
H 3.0129 -0.9240 -0.2168
H 2.5544 -2.6812 1.3308
H 2.9071 -2.3757 3.8166
H 4.2112 -0.3627 4.5837
H 4.8071 1.3504 2.9717
C -0.3761 5.7235 -0.5635
C -0.0494 4.5162 0.0779
C 1.2143 4.3735 0.6572
N 2.0599 5.3761 0.7247
C 1.6963 6.5902 0.2780
C 0.4960 6.7884 -0.3735
H -1.4355 5.8476 -0.8709
H -0.7225 3.6728 0.0407
H 1.4772 3.4127 1.1024
H 2.4388 7.4012 0.4046
H 0.1282 7.7604 -0.7280
C 1.0770 -3.8243 -2.4913
C 0.4729 -4.5211 -3.5348
C -0.7636 -4.0949 -3.9406
N -1.4341 -3.0934 -3.4312
C -0.8491 -2.4387 -2.4036
C 0.4068 -2.7454 -1.9500
H 1.9770 -4.2796 -2.1301
H 0.8832 -5.4193 -3.9333
H -1.3115 -4.6872 -4.6747
H -1.3946 -1.6747 -1.8307
H 0.7246 -2.0939 -1.1771
C -1.4232 1.1013 -4.1027
C -2.7881 0.9572 -3.8116
C -3.4148 2.0042 -3.1471
N -2.7809 3.1439 -2.7645
C -1.4507 3.2335 -3.0208
C -0.7508 2.2172 -3.6992
H -0.8527 0.2680 -4.4519
H -3.3993 0.0617 -3.9894
H -4.4376 1.9242 -2.8432
H -1.0480 4.1720 -2.7033
H 0.3134 2.3830 -3.8412
C -0.9021 -3.3747 2.8016
C -0.2069 -3.9302 1.7192
C -0.8052 -4.9328 1.0176
N -1.9787 -5.5318 1.3788
C -2.5602 -5.0271 2.4533
C -2.0981 -3.9661 3.1954
H -0.4658 -2.5657 3.3513
H 0.7529 -3.5639 1.4065
H -0.3604 -5.3188 0.1046
H -3.4318 -5.5478 2.7693
H -2.7029 -3.6263 4.0512

The value obtained for the highest occupied orbital energy is -9.28 eV. Its charge is 0. As for the SMILES: c1ccccc1.c1ccccc1.c1ccncc1.c1ccncc1.c1ccncc1.c1ccncc1. Its molecular weight is 472.64 g/mol.

---

The following is a DFT calculation (ωB97M-V with the def2-TZVPD basis set) of a molecular structure, C32H34AsN3O3OsS2.

Positions of all 76 atoms, in Å:
Os -0.0495 0.0783 0.5452
C -0.9598 -0.6492 -3.1466
C -2.2834 -0.2708 -2.5533
C -3.4615 -0.7728 -3.0948
C -4.6960 -0.3764 -2.6102
C -4.7605 0.5332 -1.5675
C -3.6035 1.0471 -0.9959
C -3.6916 2.0123 0.1550
C -2.3600 0.6376 -1.4948
N -1.1872 1.1260 -0.8450
C -0.8874 2.4594 -0.9174
O -1.2102 3.2375 -1.8013
C -0.1940 2.9470 0.3266
C 0.0940 4.2468 0.6878
C 0.4782 4.4876 2.0065
C 0.4835 3.4507 2.9386
C 0.1865 2.1796 2.4909
N -0.0754 1.9710 1.2111
C -0.0672 0.9429 3.3182
O -0.1137 0.9981 4.5309
N -0.3343 -0.1472 2.5217
C -0.8334 -1.3417 3.1332
C -0.0561 -2.0508 4.0491
C 1.3917 -1.7312 4.3051
C -0.6311 -3.1403 4.6980
C -1.9254 -3.5387 4.4258
C -2.6622 -2.8638 3.4645
C -2.1299 -1.7654 2.8058
C -2.9509 -1.0419 1.7737
H -1.0806 -1.4241 -3.9039
H -0.2646 -1.0067 -2.3849
H -0.5057 0.2228 -3.6088
H -3.4056 -1.4758 -3.9176
H -5.6062 -0.7704 -3.0437
H -5.7230 0.8494 -1.1829
H -4.7016 2.0293 0.5623
H -3.4317 3.0258 -0.1614
H -3.0052 1.7329 0.9543
H -0.0110 5.0357 -0.0439
H 0.7171 5.4945 2.3218
H 0.6835 3.6063 3.9892
H 2.0169 -2.4912 3.8303
H 1.6054 -1.7362 5.3746
H 1.6863 -0.7687 3.9014
H -0.0422 -3.6828 5.4290
H -2.3590 -4.3785 4.9538
H -3.6701 -3.1847 3.2294
H -3.9324 -1.5037 1.6703
H -2.4745 -1.0705 0.7878
H -3.0948 0.0037 2.0452
S 0.2344 -2.1653 -0.0467
C 1.9273 -2.3039 -0.3575
C 2.3984 -3.3955 -1.1090
C 3.7356 -3.5232 -1.4037
C 4.6420 -2.5544 -0.9515
C 4.1966 -1.4930 -0.1961
C 2.8354 -1.3608 0.1380
S 2.3401 -0.0802 1.1816
H 1.6799 -4.1267 -1.4593
H 4.0853 -4.3693 -1.9809
H 5.6939 -2.6442 -1.1914
H 4.8892 -0.7442 0.1710
C 3.9647 1.9673 -2.2845
As 2.2742 1.1455 -2.6789
C 2.7024 -0.4579 -3.6497
C 1.3371 2.3494 -3.8518
O 1.5054 0.7940 -1.2600
H 4.5181 2.1755 -3.1994
H 4.5241 1.2790 -1.6531
H 3.7868 2.8905 -1.7360
H 3.1028 -0.2143 -4.6335
H 1.8071 -1.0673 -3.7491
H 3.4444 -1.0034 -3.0660
H 2.0493 2.8344 -4.5185
H 0.8156 3.0897 -3.2450
H 0.5992 1.8065 -4.4324

The value obtained for the highest occupied orbital energy (alpha / beta) is -7.30 / -7.43 eV. Its charge is 0. Its energy above the lowest of the compared OMol25 structures with the same formula, charge and spin is 37.6 kcal per mole. Its molecular weight is 837.93 g/mol.

---

The following is a DFT calculation (ωB97M-V with the def2-TZVPD basis set) of 2 unconnected molecules or ions with the total composition C32H34BF3O4.

Positions of all 74 atoms, in Å:
C 0.9942 -5.6343 2.6371
O 1.4551 -4.3107 2.9980
C 1.1071 -3.2598 2.2077
C 1.2617 -1.9649 2.7558
C 0.7094 -0.8720 2.1113
C 0.0930 -1.0127 0.8614
C -0.5027 0.1465 0.1112
B -2.1027 -0.5746 -0.1853
O -2.9547 -0.5069 0.8832
C -4.2772 -0.7612 0.3395
C -4.6510 -2.1961 0.7051
C -5.2361 0.1842 1.0370
C -4.0740 -0.5472 -1.2242
C -4.8128 -1.5008 -2.1355
C -4.3551 0.8843 -1.6759
O -2.6503 -0.7956 -1.4092
C 0.0551 0.4306 -1.2469
C -0.6226 1.3373 -2.0757
C -0.1038 1.7046 -3.3130
C 1.0753 1.1049 -3.7778
C 1.7497 0.1820 -2.9726
C 1.2333 -0.1629 -1.7221
C 0.0144 -2.2925 0.2868
C 0.5349 -3.4110 0.9209
H 1.3471 -6.2605 3.4551
H -0.1036 -5.6858 2.5713
H 1.4417 -5.9596 1.6875
H 1.7579 -1.8617 3.7181
H 0.7354 0.1085 2.5843
H -0.6798 1.0372 0.7206
H -5.7162 -2.3740 0.5098
H -4.0624 -2.9366 0.1484
H -4.4769 -2.3522 1.7776
H -6.2344 0.1204 0.5869
H -5.3240 -0.1046 2.0914
H -4.8912 1.2242 0.9936
H -5.8937 -1.4085 -1.9741
H -4.6196 -1.2407 -3.1825
H -4.5167 -2.5432 -1.9747
H -5.4366 1.0585 -1.7485
H -3.9272 1.6275 -0.9892
H -3.9144 1.0356 -2.6709
H -1.5669 1.7620 -1.7245
H -0.6311 2.4468 -3.9196
H 1.4716 1.3685 -4.7594
H 2.6835 -0.2756 -3.3079
H 1.7533 -0.8956 -1.1029
H -0.4519 -2.4121 -0.6945
H 0.4454 -4.3966 0.4606
C -0.5944 4.5706 -0.4871
C 0.1987 3.7280 0.3746
C 0.1172 3.4353 1.7134
C 1.1866 2.5388 2.0002
C 1.8628 2.3130 0.8085
C 3.1438 1.7260 0.5618
C 3.8199 1.0333 1.5925
C 5.1051 0.5494 1.4032
C 5.7227 0.7480 0.1733
C 7.0948 0.1894 -0.0789
F 7.0901 -0.6535 -1.1606
F 8.0056 1.1779 -0.3498
F 7.5830 -0.5234 0.9766
C 5.0995 1.4558 -0.8540
C 3.8230 1.9452 -0.6610
O 1.2692 3.0689 -0.1799
H -1.4268 4.9727 0.0999
H -0.0027 5.4139 -0.8682
H -1.0101 4.0129 -1.3350
H -0.5929 3.8439 2.4252
H 1.4813 2.1481 2.9717
H 3.3172 0.8904 2.5494
H 5.6200 0.0277 2.2047
H 5.6170 1.6276 -1.7939
H 3.3399 2.5067 -1.4599

The value obtained for the highest occupied orbital energy is -7.66 eV. Its charge is 0. Its energy above the lowest of the compared OMol25 structures with the same formula, charge and spin is 0.0 kcal per mole. As for the SMILES: COc1ccc([C@H](B2OC(C)(C)C(C)(C)O2)c2ccccc2)cc1.Cc1ccc(-c2ccc(C(F)(F)F)cc2)o1. Its molecular weight is 550.43 g/mol.

---

The following is a DFT calculation (ωB97M-V with the def2-TZVPD basis set) of 2 unconnected molecules or ions with the total composition C32H34BF6NO2.

Positions of all 76 atoms, in Å:
C 4.9896 -1.9933 1.3645
C 4.0699 -1.7755 0.1744
C 4.7075 -2.4187 -1.0626
O 2.8207 -2.3788 0.4410
B 1.8564 -1.6185 -0.3295
C 1.4227 -2.5384 -1.6387
C 1.0964 -1.9220 -2.8310
C 0.6920 -2.7059 -3.9110
C 0.2486 -2.0471 -5.1844
F 0.7868 -2.6505 -6.2877
F -1.1159 -2.1039 -5.3255
F 0.5988 -0.7277 -5.2339
C 0.6487 -4.0891 -3.8256
C 1.0303 -4.6854 -2.6332
C 0.9742 -6.1816 -2.5138
F 1.7289 -6.6478 -1.4745
F -0.3101 -6.6198 -2.3035
F 1.4229 -6.8009 -3.6474
C 1.4221 -3.9189 -1.5374
C 0.4069 -1.4197 0.5408
C -0.6443 -0.6561 -0.1407
C -0.7318 0.6876 -0.1316
C -1.5860 1.4726 -1.0591
O 2.4071 -0.3587 -0.7545
C 3.6572 -0.2386 -0.1013
C 3.4557 0.5291 1.2040
C 4.6230 0.5270 -0.9856
H 5.9524 -1.4935 1.2029
H 4.5427 -1.6176 2.2889
H 5.1845 -3.0646 1.4850
H 5.7351 -2.0576 -1.1993
H 4.7471 -3.5063 -0.9254
H 4.1337 -2.2119 -1.9759
H 1.1344 -0.8412 -2.9298
H 0.3309 -4.6904 -4.6693
H 1.7179 -4.4165 -0.6182
H 0.0664 -2.4485 0.7326
H 0.7187 -0.9431 1.4842
H -1.4568 -1.2199 -0.6162
H 0.0027 1.2539 0.4573
H -1.2233 2.5044 -1.1158
H -1.5770 1.0261 -2.0648
H -2.6294 1.5126 -0.7296
H 4.4175 0.7249 1.6926
H 2.9832 1.4927 0.9817
H 2.8081 -0.0202 1.9004
H 5.6040 0.6046 -0.5010
H 4.7442 0.0430 -1.9587
H 4.2433 1.5412 -1.1467
C -2.3814 -0.1191 2.4690
C -3.0613 0.7696 1.5222
N -3.3770 2.0177 1.8591
C -4.3783 2.8064 1.2294
C -5.3737 2.4072 0.3538
C -6.2375 3.4040 -0.1372
C -6.0857 4.7472 0.2595
C -5.1062 5.1206 1.1871
C -4.2653 4.1333 1.6945
C -3.1841 4.1726 2.6465
C -2.6626 2.8603 2.7678
C -1.6150 2.5763 3.6270
C -1.0406 3.6435 4.3387
C -1.5154 4.9577 4.1785
C -2.6013 5.2293 3.3390
H -2.6284 -1.1466 2.1760
H -1.2853 -0.0412 2.4213
H -2.7118 0.0549 3.5026
H -3.6181 0.3526 0.6731
H -5.4709 1.3571 0.0834
H -7.0327 3.1392 -0.8351
H -6.7474 5.5044 -0.1619
H -4.9681 6.1499 1.5206
H -1.2643 1.5589 3.7612
H -0.2141 3.4484 5.0236
H -1.0308 5.7708 4.7198
H -3.0015 6.2337 3.1934

The value obtained for the highest occupied orbital energy is -7.03 eV. Its charge is 0. Its molecular weight is 589.43 g/mol.

---

The following is a DFT calculation (ωB97M-V with the def2-TZVPD basis set) of a molecular structure, C32H34BN17O2SW.

Positions of all 88 atoms, in Å:
W -0.4613 0.2429 0.8525
C -0.5393 2.2304 -2.5053
C 0.6993 1.6827 -1.8798
C 1.9531 1.8777 -2.4368
C 2.8435 1.2148 -1.6199
N 2.1634 0.6846 -0.6028
N 0.8287 0.9506 -0.7339
B 2.7337 -0.3974 0.3390
N 2.3997 -0.0827 1.8492
C 3.2625 -0.2273 2.8641
C 2.5657 -0.2419 4.0511
C 1.2269 -0.1259 3.7013
C 0.1054 -0.2220 4.6854
N 1.1223 -0.0167 2.3563
N 1.9192 -1.6816 0.0123
C 2.3067 -2.9515 0.2364
C 1.2845 -3.6516 0.8465
C 0.2736 -2.7125 1.0016
C -0.9583 -2.6680 1.8196
N 0.6283 -1.5525 0.4396
N 4.1974 -0.5264 0.1266
C 5.1904 0.3716 0.3988
C 6.2845 0.0224 -0.3371
C 5.8801 -1.1185 -1.0794
C 6.6900 -1.9263 -2.0378
N 4.6245 -1.4267 -0.8123
H -0.2466 2.7497 -3.4151
H -1.0509 2.9551 -1.8758
H -1.2282 1.4424 -2.8017
H 2.1722 2.4142 -3.3439
H 3.9088 1.0703 -1.7071
H 4.3153 -0.3545 2.6792
H 2.9666 -0.3613 5.0429
H 0.5135 -0.5868 5.6254
H -0.6531 -0.9329 4.3617
H -0.3645 0.7369 4.9042
H 3.3047 -3.2451 -0.0456
H 1.2882 -4.6831 1.1535
H -0.6929 -2.7558 2.8762
H -1.6647 -3.4664 1.5836
H -2.5366 -1.7618 0.7613
H 5.0437 1.1901 1.0871
H 7.2512 0.4962 -0.3426
H 7.6680 -1.4757 -2.1891
H 6.1890 -1.9977 -3.0022
H 6.8372 -2.9370 -1.6586
N -3.0793 1.3283 4.1129
C -2.6902 0.4137 3.2380
N -1.6331 0.8970 2.5863
C -1.4539 2.1344 3.1269
N -2.3129 2.4334 4.0627
C -0.3660 2.9401 2.6222
C 0.0203 4.1493 3.1773
N 1.0332 4.8432 2.6722
C 1.6457 4.3220 1.6236
C 1.2683 3.1059 1.0529
N 0.2502 2.4006 1.5511
H -3.8426 1.2745 4.7765
H -3.1426 -0.5520 3.1001
H -0.4995 4.5507 4.0392
H 2.4748 4.8731 1.1957
H 1.8033 2.7283 0.1994
N -5.0655 -2.8613 -6.1829
C -4.3988 -2.6072 -5.0599
C -2.9964 -2.8178 -4.9874
C -2.3358 -2.5658 -3.8194
C -3.0325 -2.0620 -2.7010
C -4.4265 -1.8597 -2.7572
C -5.0965 -2.1311 -3.9097
S -2.0683 -1.9271 -1.2879
O -1.5746 -1.3967 1.5754
O -3.0854 -2.1573 -0.1120
N -1.5873 -0.3567 -0.9172
C -2.4866 0.6813 -0.8556
N -2.0102 1.5606 0.0410
C -2.6621 2.7207 0.2108
C -3.7962 2.9761 -0.5238
C -4.2353 1.9716 -1.3897
N -3.5893 0.8207 -1.5603
H -4.6015 -3.2414 -6.9928
H -6.0679 -2.7720 -6.2326
H -2.4659 -3.2069 -5.8461
H -1.2734 -2.7705 -3.7524
H -4.9553 -1.5267 -1.8771
H -6.1702 -2.0060 -3.9612
H -2.2618 3.4341 0.9191
H -4.3319 3.9079 -0.4226
H -5.1455 2.1057 -1.9632

The value obtained for the highest occupied orbital energy (alpha / beta) is -14.90 / -14.90 eV. Its charge is +3. Its energy above the lowest of the compared OMol25 structures with the same formula, charge and spin is 2.7 kcal per mole. As for the multiplicity: 2. Its molecular weight is 915.46 g/mol.

---

The following is a DFT calculation (ωB97M-V with the def2-TZVPD basis set) of a molecular structure, C32H34BrF3N5O2ReS.

Positions of all 79 atoms, in Å:
Re 0.1865 0.2604 0.9572
C 3.5661 -0.1738 5.2968
C 3.4887 0.2587 3.8771
C 4.5750 0.8349 3.2151
C 4.4187 1.2428 1.9071
C 3.1843 1.0923 1.2909
Br 2.9878 1.7945 -0.4457
N 2.1286 0.5123 1.8853
C 2.3121 0.1016 3.1529
H 4.5650 -0.0197 5.6916
H 3.3113 -1.2271 5.3989
H 2.8621 0.3898 5.9077
H 5.5244 0.9576 3.7164
H 5.2330 1.6839 1.3524
H 1.4763 -0.3836 3.6392
F -0.2212 -3.3712 4.7075
C -1.5019 -3.0069 4.5414
F -2.1696 -3.3265 5.6334
F -1.9842 -3.7273 3.5222
C -1.5747 -1.5226 4.2336
C -2.2680 -0.6292 5.0361
C -2.2511 0.7225 4.7002
C -1.5314 1.1446 3.5958
N -0.8664 0.2883 2.8215
C -0.9089 -1.0344 3.1073
S -0.0782 -1.9517 1.8941
H -2.8149 -0.9842 5.8991
H -2.7887 1.4349 5.3056
H -1.4857 2.1906 3.3270
N 0.0016 4.5323 1.3247
C 0.3219 3.2944 1.7054
N 0.1409 2.4062 0.7352
C -0.2948 3.1227 -0.3629
C -0.5553 2.7317 -1.6745
C -0.9926 3.7062 -2.5514
C -1.1603 5.0350 -2.1511
C -0.8576 5.4513 -0.8686
C -0.4090 4.4781 0.0140
H 0.0720 5.3725 1.8833
H 0.7046 3.0564 2.6830
H -0.3819 1.7153 -1.9906
H -1.2004 3.4437 -3.5764
H -1.5173 5.7541 -2.8673
H -0.9566 6.4819 -0.5674
C -4.4551 1.1352 0.0281
N -3.7500 0.4612 -1.0437
C -4.4230 0.1820 -2.2961
C -2.4997 0.1105 -0.8683
O -1.8744 0.3018 0.1992
H -5.4934 1.3030 -0.2425
H -3.9790 2.0956 0.2350
H -4.4188 0.5343 0.9378
H -5.4214 0.6111 -2.2869
H -4.5186 -0.8942 -2.4533
H -3.8692 0.6100 -3.1323
H -2.0247 -0.3765 -1.7307
C 2.0169 -3.9544 -6.4073
C 1.6219 -3.3386 -5.1331
C 0.3783 -3.6166 -4.5422
C -0.0163 -3.0574 -3.3495
C -1.3666 -3.4054 -2.8189
C 0.8562 -2.1251 -2.6883
C 0.4183 -1.5443 -1.4685
O 0.8813 -0.5538 -0.8547
C 2.1292 -1.8372 -3.2805
C 3.0825 -0.9137 -2.6169
C 2.4802 -2.4465 -4.4673
H 1.2354 -4.5770 -6.8309
H 2.9178 -4.5602 -6.2737
H 2.3059 -3.1895 -7.1323
H -0.2978 -4.2898 -5.0450
H -1.8775 -4.0603 -3.5178
H -1.9835 -2.5195 -2.6824
H -1.2970 -3.9368 -1.8709
H -0.4589 -2.0481 -1.0291
H 3.1729 -1.1393 -1.5543
H 2.7272 0.1136 -2.7106
H 4.0657 -0.9780 -3.0746
H 3.4452 -2.2296 -4.9004

The value obtained for the highest occupied orbital energy (alpha / beta) is -16.26 / -16.26 eV. Its charge is +3. Its energy above the lowest of the compared OMol25 structures with the same formula, charge and spin is 18.2 kcal per mole. As for the multiplicity: 2. Its molecular weight is 875.83 g/mol.